[1]
{"formula": "CH4N2O2", "method": "the ωB97M-V functional and the def2-TZVPD basis", "symbols": ["O", "O", "N", "N", "C", "H", "H", "H", "H"], "coordinates": [[-2.01265, 0.42729, -1.02396], [-0.54967, -0.50910, -2.32641], [-0.15306, 0.60381, -0.18700], [-0.07314, -0.12872, 0.82405], [-1.67442, 0.06698, -2.17480], [-0.09941, -1.15480, 0.56034], [-0.20526, 1.66870, 0.19946], [-2.35010, 0.07428, -3.08025], [-0.07645, -0.03603, -1.41085]], "atomic_forces_ev_per_a": [[-2.151, 0.411, -2.809], [1.843, 0.327, -0.269], [2.332, 1.411, 3.639], [-0.471, 0.042, -0.560], [-2.234, -0.443, 1.665], [0.365, 1.181, -0.276], [0.078, -2.816, -1.481], [0.527, 0.336, 0.822], [-0.289, -0.449, -0.730]], "lumo_ev": 0.4, "charge": 0, "total_energy_ha": -300.39232, "spin_multiplicity": 1, "homo_ev": -9.5}

---

[2]
{"formula": "CH4N2O2S", "method": "the ωB97M-V functional and the def2-TZVPD basis", "symbols": ["S", "O", "O", "N", "N", "C", "H", "H", "H", "H"], "coordinates": [[0.26151, 0.57131, -0.49209], [1.09102, 0.73879, -1.64989], [1.05555, -0.79007, 0.53188], [-1.05860, -0.37834, -0.75703], [-0.06764, 1.86894, 0.16794], [0.61025, -0.93911, 1.69021], [-0.58565, 1.99868, 1.01040], [1.04241, -1.81226, 2.10981], [-0.62940, -1.23803, -1.20965], [-1.71944, -0.01992, -1.40158]], "atomic_forces_ev_per_a": [[-0.406, 1.768, 0.207], [0.092, -0.998, 0.457], [0.377, 0.286, -1.645], [1.893, -2.555, -0.121], [0.691, -0.483, -0.339], [-1.690, 1.881, 0.483], [-0.398, -0.556, 0.478], [1.046, -1.298, 0.345], [-0.983, 0.980, 0.761], [-0.622, 0.974, -0.626]], "lumo_ev": 0.3, "charge": 0, "total_energy_ha": -698.49766, "spin_multiplicity": 1, "homo_ev": -8.6}

---

[3]
{"formula": "CH4N2O2S", "method": "the ωB97M-V functional and the def2-TZVPD basis", "symbols": ["S", "O", "O", "N", "N", "C", "H", "H", "H", "H"], "coordinates": [[2.37357, 0.38598, -0.34007], [0.33996, -1.70442, -0.52136], [-1.81583, 1.05088, 0.47948], [-1.40541, -0.27945, 0.23249], [0.71106, 0.66242, -0.20912], [-0.08639, -0.54674, -0.31922], [2.35453, -1.29001, 0.26563], [-1.94676, -0.99960, -0.33813], [0.63195, 1.08662, 1.03028], [-1.15667, 1.63432, -0.27997]], "atomic_forces_ev_per_a": [[0.916, -3.604, 0.646], [-1.605, 3.494, -0.229], [2.961, 1.185, -4.160], [1.890, -2.616, -1.949], [-0.316, 0.356, 4.826], [0.146, -0.647, 2.987], [0.035, 3.713, -1.343], [-0.638, 1.990, 1.113], [-0.544, -1.723, -4.985], [-2.845, -2.149, 3.093]], "lumo_ev": -0.2, "charge": 0, "total_energy_ha": -698.48951, "spin_multiplicity": 1, "homo_ev": -9.3}

---

[4]
{"formula": "CH4N2O2S", "method": "the ωB97M-V functional and the def2-TZVPD basis", "symbols": ["S", "O", "O", "N", "N", "C", "H", "H", "H", "H"], "coordinates": [[0.22972, -1.36365, 0.60939], [-0.02797, -1.95044, -0.99251], [1.28599, 0.01354, 0.10548], [-0.99033, -0.58664, 1.03434], [0.47351, 1.06856, -0.26710], [-0.54515, 1.19025, 0.55302], [-0.12747, 1.49742, 1.52310], [0.32805, 0.94404, -1.31027], [-1.38544, 1.70208, 0.08191], [0.75907, -2.51515, -1.33735]], "atomic_forces_ev_per_a": [[-0.969, 1.032, -0.975], [1.648, -0.944, -0.334], [0.952, 0.292, 0.591], [0.948, 1.142, -0.563], [2.256, -1.985, -4.097], [-1.493, -0.884, 1.996], [-1.137, -0.199, -0.024], [-0.421, 0.297, 1.701], [-0.038, -0.142, 0.630], [-1.746, 1.392, 1.076]], "lumo_ev": 0.7, "charge": 0, "total_energy_ha": -698.52071, "spin_multiplicity": 1, "homo_ev": -9.5}

---

[5]
{"formula": "CH4N2O3", "method": "the ωB97M-V functional and the def2-TZVPD basis", "symbols": ["O", "O", "O", "N", "N", "C", "H", "H", "H", "H"], "coordinates": [[0.03297, -1.27918, -0.47759], [2.69343, -0.90683, 0.30356], [2.28049, 1.14489, -0.32613], [-0.45682, 0.82156, 0.09376], [1.98126, 0.07974, 0.13217], [0.37180, -0.21656, 0.36424], [0.77968, -1.85979, -0.25020], [0.14991, 1.62211, 0.11052], [-0.68838, 0.64080, -0.90900], [0.32392, -0.47785, 1.41219]], "atomic_forces_ev_per_a": [[1.606, 0.202, 1.098], [-0.353, 1.087, 0.030], [0.569, 0.394, 0.235], [-0.461, 0.973, -2.159], [-1.301, -1.543, -0.614], [0.153, -1.861, 0.711], [-0.389, -0.849, -0.606], [-0.192, 1.134, 0.019], [-0.164, 0.834, 0.864], [0.533, -0.371, 0.421]], "lumo_ev": 0.1, "charge": 0, "total_energy_ha": -375.62740, "spin_multiplicity": 1, "homo_ev": -10.6}

---

[6]
{"formula": "CH4N2O3", "method": "the ωB97M-V functional and the def2-TZVPD basis", "symbols": ["O", "O", "O", "N", "N", "C", "H", "H", "H", "H"], "coordinates": [[0.84853, 1.48358, 0.01420], [-2.97664, -0.54224, -0.12433], [-0.93096, 0.08696, -0.45335], [-2.00760, -0.26941, 0.46351], [1.07373, -0.92364, 0.13997], [0.25709, 0.27444, 0.39317], [0.79553, -1.38358, -0.78083], [0.03922, 0.33679, 1.42588], [1.94002, -0.51842, -0.14574], [0.96108, 1.45552, -0.93249]], "atomic_forces_ev_per_a": [[-0.145, -0.559, 0.861], [0.720, 0.231, 0.458], [-0.223, 0.019, 2.103], [-0.427, -0.035, -1.215], [-0.525, 0.040, -1.740], [0.001, -0.725, -2.772], [-0.160, 0.762, 1.709], [-0.640, 0.184, 0.907], [1.315, -0.016, 0.323], [0.085, 0.099, -0.634]], "lumo_ev": 0.0, "charge": 0, "total_energy_ha": -375.63285, "spin_multiplicity": 1, "homo_ev": -10.5}

---

We obtain energy relative to the best compared isomer or geometry (same formula, charge and spin) values of 250.3, 466.5, 487.8, 405.9, 104.6, 90.3 kJ/mol for the records listed above, in that order.